DFT (ωB97M-V/def2-TZVPD) results for a structure of composition C35H25FeI3N5O6S.

## Properties
LUMO energy: 0.070 Ha
Spin multiplicity: 1
Energy relative to the best compared isomer or geometry (same formula, charge and spin): 0.0 kJ/mol
Maximum force: 1.133 eV/Å
Charge: -1
Calculated total energy: -125967.786 eV

Geometry (Å):
Fe1 0.46 -0.74 -1.29
O1 0.88 -1.98 -5.08
C1 0.72 -1.78 -3.89
N1 0.64 -0.61 -3.20
C2 0.96 0.61 -3.71
O2 1.21 0.95 -4.85
C3 1.11 1.63 -2.57
C4 1.43 2.95 -2.83
C5 1.61 3.81 -1.76
C6 1.49 3.32 -0.47
C7 1.18 1.99 -0.29
N2 0.98 1.16 -1.32
C8 0.61 -2.97 -2.93
C9 0.77 -4.26 -3.38
C10 0.71 -5.31 -2.47
C11 0.50 -5.01 -1.14
C12 0.35 -3.69 -0.75
N3 0.41 -2.68 -1.63
H1 1.51 3.26 -3.86
H2 1.85 4.86 -1.94
H3 1.65 3.96 0.39
H4 1.10 1.55 0.69
H5 0.92 -4.41 -4.44
H6 0.83 -6.33 -2.80
H7 0.44 -5.79 -0.39
H8 0.16 -3.42 0.28
C13 -1.39 3.22 5.72
C14 -1.24 2.09 4.73
C15 -1.27 2.32 3.36
C16 -1.11 1.29 2.46
C17 -0.92 -0.01 2.92
C18 -0.93 -0.27 4.29
C19 -1.08 0.78 5.18
S1 -0.80 -1.33 1.74
O3 -0.55 -2.54 2.51
O4 -2.02 -1.26 0.99
N4 0.44 -0.98 0.78
C20 1.72 -1.17 1.30
C21 2.09 -1.37 2.62
C22 3.44 -1.52 2.98
C23 4.45 -1.49 2.06
C24 4.12 -1.32 0.70
C25 5.09 -1.29 -0.33
C26 4.70 -1.12 -1.62
C27 3.33 -0.98 -1.91
N5 2.40 -1.00 -0.99
C28 2.77 -1.16 0.32
H9 -1.77 4.12 5.23
H10 -0.43 3.47 6.16
H11 -2.07 2.96 6.53
H12 -1.42 3.33 3.00
H13 -1.17 1.47 1.39
H14 -0.80 -1.29 4.63
H15 -1.08 0.58 6.25
H16 1.34 -1.42 3.39
H17 3.68 -1.66 4.03
H18 5.48 -1.61 2.35
H19 6.14 -1.40 -0.07
H20 5.42 -1.09 -2.43
H21 3.00 -0.85 -2.93
I1 -7.45 3.45 0.29
C29 -5.67 2.66 -0.50
C30 -5.00 1.68 0.21
C31 -3.82 1.16 -0.32
C32 -3.32 1.64 -1.53
C33 -4.02 2.62 -2.22
C34 -5.20 3.14 -1.71
C35 -2.02 1.10 -2.10
O5 -1.56 1.61 -3.11
O6 -1.51 0.15 -1.40
H22 -5.38 1.31 1.15
H23 -3.27 0.38 0.20
H24 -3.61 2.97 -3.16
H25 -5.74 3.91 -2.25
I2 -2.76 -1.97 -2.22
I3 -3.73 -4.37 -3.06

These are the Löwdin partial charges, in e, on atoms 1 to 4: 0.41, 0.08, -0.44, 0.05

---

DFT (ωB97M-V/def2-TZVPD) results for a cluster of 2 separate species, HN3O5 in total.

## Properties
LUMO energy (spin up / spin down): -0.152 / -0.152 Ha
Spin multiplicity: 1
Energy relative to the best compared isomer or geometry (same formula, charge and spin): 363.3 kJ/mol
Maximum force: 6.733 eV/Å
Charge: 0
Calculated total energy: -14711.032 eV

Geometry (Å):
N1 -0.10 -0.25 -0.34
N2 -0.21 1.13 -0.70
N3 -0.83 -0.90 0.58
O1 -1.22 1.65 -0.41
O2 0.69 1.49 -1.37
O3 -1.98 -0.73 0.25
O4 -0.33 -1.54 1.42
O5 1.89 -0.17 0.69
H1 2.09 -0.69 -0.12

These are the natural (NBO) partial charges, in e, on atoms 1 to 4: -0.03, 0.63, 0.60, -0.29

---

DFT (ωB97M-V/def2-TZVPD) results for the molecule C7H11NSe.

## Properties
SMILES: C[Se]C1(C#N)CCCC1
LUMO energy: 0.020 Ha
Spin multiplicity: 1
Energy relative to the best compared isomer or geometry (same formula, charge and spin): 95.9 kJ/mol
Maximum force: 3.460 eV/Å
Charge: 0
Calculated total energy: -74272.422 eV

Geometry (Å):
C1 2.77 0.33 1.06
Se1 1.75 -0.79 -0.07
C2 0.08 0.46 -0.26
C3 0.56 1.81 -0.38
N1 1.11 2.80 -0.60
C4 -0.94 0.21 0.89
C5 -1.96 -0.76 0.35
C6 -1.32 -1.26 -1.01
C7 -0.57 -0.05 -1.48
H1 3.92 0.12 1.15
H2 2.59 1.40 0.84
H3 2.44 0.12 2.10
H4 -1.41 1.10 1.17
H5 -0.29 -0.20 1.76
H6 -2.92 -0.33 0.23
H7 -2.04 -1.67 1.00
H8 -0.57 -1.97 -0.86
H9 -2.08 -1.69 -1.76
H10 0.20 -0.34 -2.24
H11 -1.32 0.70 -1.87

These are the natural (NBO) partial charges, in e, on atoms 1 to 4: -0.86, 0.30, -0.22, 0.27

---

DFT (ωB97M-V/def2-TZVPD) results for a structure of composition C8H21DyNOP2S.

## Properties
LUMO energy (spin up / spin down): -0.141 / -0.136 Ha
Spin multiplicity: 6
Maximum force: 7.229 eV/Å
Charge: +1
Calculated total energy: -65659.515 eV

Geometry (Å):
Dy1 -0.08 0.00 -0.86
H1 -0.84 -0.94 1.77
H2 -0.97 0.75 1.77
P1 -0.08 -2.69 -0.33
P2 -0.06 2.70 -0.34
C1 1.46 3.65 -0.02
H3 1.37 4.72 -0.29
H4 1.72 3.57 1.04
H5 2.28 3.21 -0.59
C2 -0.38 3.03 -2.14
H6 -1.33 2.59 -2.45
H7 -0.41 4.11 -2.34
H8 0.42 2.57 -2.74
C3 -1.43 3.65 0.44
H9 -1.34 3.61 1.53
H10 -1.46 4.70 0.11
H11 -2.39 3.18 0.19
C4 -0.21 -2.99 -2.15
H12 -0.27 -4.07 -2.33
H13 -1.11 -2.51 -2.57
H14 0.66 -2.56 -2.66
C5 1.37 -3.67 0.14
H15 1.52 -3.61 1.22
H16 1.27 -4.72 -0.16
H17 2.26 -3.24 -0.34
C6 -1.55 -3.60 0.28
H18 -2.47 -3.11 -0.07
H19 -1.55 -4.65 -0.06
H20 -1.58 -3.58 1.38
C7 1.71 0.01 0.58
O1 2.68 0.00 1.24
H21 1.41 0.04 -2.00
S1 0.50 -0.06 4.82
C8 -0.24 -0.03 3.47
N1 -0.90 -0.08 2.36

These are the Löwdin partial charges, in e, on atoms 1 to 4: 0.75, 0.04, 0.03, 0.66

---

Number 4 is which compound?
C8H21DyNOP2S

---

Among the records above, which one has the highest spin multiplicity?
C8H21DyNOP2S

---

What did the fourth record say?
DFT (ωB97M-V/def2-TZVPD) results for a structure of composition C8H21DyNOP2S.

## Properties
LUMO energy (spin up / spin down): -0.141 / -0.136 Ha
Spin multiplicity: 6
Maximum force: 7.229 eV/Å
Charge: +1
Calculated total energy: -65659.515 eV

Geometry (Å):
Dy1 -0.08 0.00 -0.86
H1 -0.84 -0.94 1.77
H2 -0.97 0.75 1.77
P1 -0.08 -2.69 -0.33
P2 -0.06 2.70 -0.34
C1 1.46 3.65 -0.02
H3 1.37 4.72 -0.29
H4 1.72 3.57 1.04
H5 2.28 3.21 -0.59
C2 -0.38 3.03 -2.14
H6 -1.33 2.59 -2.45
H7 -0.41 4.11 -2.34
H8 0.42 2.57 -2.74
C3 -1.43 3.65 0.44
H9 -1.34 3.61 1.53
H10 -1.46 4.70 0.11
H11 -2.39 3.18 0.19
C4 -0.21 -2.99 -2.15
H12 -0.27 -4.07 -2.33
H13 -1.11 -2.51 -2.57
H14 0.66 -2.56 -2.66
C5 1.37 -3.67 0.14
H15 1.52 -3.61 1.22
H16 1.27 -4.72 -0.16
H17 2.26 -3.24 -0.34
C6 -1.55 -3.60 0.28
H18 -2.47 -3.11 -0.07
H19 -1.55 -4.65 -0.06
H20 -1.58 -3.58 1.38
C7 1.71 0.01 0.58
O1 2.68 0.00 1.24
H21 1.41 0.04 -2.00
S1 0.50 -0.06 4.82
C8 -0.24 -0.03 3.47
N1 -0.90 -0.08 2.36

These are the Löwdin partial charges, in e, on atoms 1 to 4: 0.75, 0.04, 0.03, 0.66